Entry 1:
DFT (the ωB97M-V functional and the def2-TZVPD basis) results for a structure of composition C17H58F3O15Y at a distorted geometry.

ORCA input file:
```
! RIJCOSX wB97M-V def2-TZVPD def2/J DEFGRID3
* xyz 1 2
Y 4.62643 -4.29452 6.15384
C 7.07601 -6.10138 8.00487
O 7.52212 -6.13198 6.66739
O 5.83940 -5.40140 7.94492
C 7.08622 -7.53959 8.61407
F 8.31553 -8.07176 8.56147
F 6.68483 -7.66162 9.89374
F 6.35494 -8.30208 7.86104
C 8.86327 -5.77311 6.33677
C 8.94133 -6.13308 4.81676
H 8.05358 -5.72384 4.33455
H 9.85921 -5.86531 4.29342
H 8.80085 -7.20634 4.68842
H 9.60312 -6.40867 6.82337
H 8.96034 -4.68745 6.33178
H 7.73173 -5.49241 8.62719
C 3.51315 -8.28921 9.89059
O 3.27126 -7.03524 9.47589
H 3.28524 -8.30391 10.95640
H 2.95749 -9.11034 9.43772
H 4.57508 -8.52633 9.82603
H 3.76877 -6.90036 8.66603
C 10.36363 -2.09068 7.06870
O 9.31226 -1.52975 6.27207
H 11.20762 -2.34967 6.42940
H 10.74909 -1.25222 7.64878
H 10.09786 -2.97849 7.64251
H 8.64526 -2.19810 6.09880
C 7.79745 -10.10167 3.21993
O 7.04804 -8.88167 3.08297
H 8.82492 -9.88942 3.51550
H 7.30722 -10.73909 3.95578
H 7.90354 -10.53004 2.22327
H 7.28570 -8.41503 3.88755
C 7.91466 -7.68648 13.24184
O 7.63588 -7.46417 14.58405
H 7.01753 -7.61952 12.62638
H 8.68351 -6.98327 12.92175
H 8.29714 -8.62433 12.83903
H 7.91343 -6.56303 14.76438
C 10.15198 -4.62036 10.73443
O 11.18130 -5.43825 10.12973
H 9.35804 -5.27279 11.09787
H 10.61956 -4.17612 11.61314
H 9.82070 -3.76607 10.14406
H 11.40935 -6.05890 10.82571
C 9.59163 -10.95178 7.63677
O 9.60657 -9.75951 6.83767
H 8.99031 -11.63947 7.04212
H 10.54437 -11.43515 7.85294
H 9.15970 -10.81586 8.62826
H 8.77624 -9.34311 7.08010
C 5.58557 -4.59133 11.36709
O 4.63747 -4.64751 10.30798
H 5.45532 -3.66894 11.93306
H 5.54269 -5.42255 12.07090
H 6.56148 -4.50945 10.88857
H 5.13283 -4.88005 9.51922
C 9.92891 -2.99173 2.98684
O 10.97048 -3.38083 2.05290
H 9.15823 -3.75732 3.07642
H 10.42173 -2.99463 3.95906
H 9.52055 -2.00712 2.75908
H 10.78425 -4.31817 1.96173
C 13.00572 -5.06927 5.05712
O 14.19529 -4.48214 4.66167
H 13.10914 -5.86318 5.79679
H 12.26328 -4.35299 5.40901
H 12.64759 -5.44822 4.09992
H 14.62629 -4.17502 5.46262
C 5.11028 -7.53723 5.06840
O 5.02982 -6.17925 4.66555
H 4.48709 -7.78233 5.92843
H 4.62939 -8.05790 4.24029
H 6.13138 -7.79107 5.35303
H 4.65482 -6.19136 3.78191
C 7.02968 -1.57380 8.67268
O 6.98134 -0.54068 7.66389
H 7.86267 -1.25477 9.29914
H 6.08924 -1.51251 9.22030
H 7.14903 -2.59492 8.31049
H 6.78620 -0.85676 6.77867
C 6.80862 -6.59444 0.29662
O 7.91134 -6.84776 1.21114
H 6.20807 -7.47331 0.06205
H 6.16102 -5.86936 0.78953
H 7.12472 -6.21139 -0.67367
H 7.48681 -7.33532 1.92084
C 5.13386 -10.76433 7.65548
O 4.05587 -11.59158 7.45622
H 5.39541 -10.47978 8.67465
H 6.04927 -11.12240 7.18440
H 4.88574 -9.79938 7.21343
H 4.14091 -11.99092 6.58737
*
```

* frontier orbital gap (spin up / spin down): 6.7 / 6.2 eV
* ⟨S²⟩: 0.75

Löwdin population analysis, charges in e, atoms 1 to 5: number 1, Y, carries 1.68; number 2, C, carries -0.33; number 3, O, carries -0.15; number 4, O, carries -0.36; number 5, C, carries -0.56

Entry 2:
DFT (the ωB97M-V functional and the def2-TZVPD basis) results for the molecule C6H10N2 at a distorted geometry.

ORCA input file:
```
! RIJCOSX wB97M-V def2-TZVPD def2/J DEFGRID3
* xyz 0 1
C -1.60045 -0.43544 -0.22090
C 0.05360 1.08526 -0.25171
C 1.19912 0.47459 0.71259
C -0.02448 -0.48735 1.33418
C -0.29664 -1.18256 -0.11270
C 0.48508 -0.28040 -1.07615
H -2.12653 -0.53905 -1.22167
H -2.33535 -0.99846 0.40334
H -1.73247 1.93907 -0.26983
H 0.22748 2.00720 -0.90709
H 1.91405 1.20942 1.20863
H 0.81283 -1.06196 1.96202
H -1.02641 -0.06716 1.88315
H -0.35435 -2.19846 -0.25111
H 0.00778 -0.54621 -2.03721
H 2.36050 -0.94562 -0.33740
N -1.25765 0.98450 0.11647
N 1.73694 -0.10499 -0.50857
*
```

* frontier orbital gap: 9.4 eV
* energy relative to the best compared isomer or geometry (same formula, charge and spin): 573.5 kJ/mol

Löwdin population analysis, charges in e, atoms 1 to 5: number 1, C, carries -0.24; number 2, C, carries -0.30; number 3, C, carries -0.20; number 4, C, carries -0.08; number 5, C, carries -0.22

Entry 3:
DFT (the ωB97M-V functional and the def2-TZVPD basis) results for a structure of composition C9H23GaNO6.

ORCA input file:
```
! RIJCOSX wB97M-V def2-TZVPD def2/J DEFGRID3
* xyz -1 1
O 0.41763 0.09348 0.27077
C -0.32265 -0.70775 -0.25372
O -0.42369 -0.76499 -1.60438
C -1.23795 -1.63072 0.50645
C -1.85879 -2.84162 -0.23231
C -1.30280 -4.19446 0.25625
Ga 0.01854 -5.08910 -1.00342
O 0.43743 -6.79004 -0.26161
C 1.76627 -4.02439 -1.10936
O 1.90054 -3.04190 -0.04722
O 2.21221 -3.81211 1.13540
H -0.17034 0.11459 -1.92739
H -2.03185 -0.96739 0.87732
H -0.68455 -1.97852 1.38274
H -1.74068 -2.71328 -1.31109
H -2.94181 -2.80225 -0.04599
H -0.84531 -4.09026 1.24797
H -2.12485 -4.91121 0.37754
H -0.64031 -5.38579 -2.44751
H 1.10847 -6.64714 0.41560
H 1.85235 -3.44876 -2.03733
H 2.64057 -4.68928 -1.05014
H 1.74426 -3.29810 1.80621
C 1.28568 3.17543 0.35878
C 0.85730 4.30290 -0.57263
C 0.24867 5.50884 0.15430
O -1.07403 5.31692 0.61840
C -1.19091 4.63691 1.85386
N -0.03957 3.76094 -1.59930
H 0.43676 2.59346 0.71137
H 1.93729 2.47749 -0.16263
H 1.82424 3.56277 1.22727
H 1.75167 4.67387 -1.08476
H 0.18757 6.34327 -0.55046
H 0.89573 5.82689 0.98352
H -0.36559 4.89166 2.52598
H -1.22147 3.55330 1.72294
H -2.12770 4.95457 2.31183
H -0.24557 4.48071 -2.28581
H -0.93275 3.56105 -1.15745
*
```

* frontier orbital gap: 6.6 eV

Löwdin population analysis, charges in e, atoms 1 to 5: number 1, O, carries 0.07; number 2, C, carries -0.52; number 3, O, carries 0.09; number 4, C, carries -0.11; number 5, C, carries -0.28